Entry 1:
Formula: C27H34Br2Cl3N2O5Sn
Source: OMol25
Level of theory: wB97M-V/def2-TZVPD

Computed properties:
**E_HOMO**: -4.914 eV
**Orbital gap**: 7.3 eV
**E**: -8277.77023 Ha
**Charge**: -1
**Relative energy (zero: lowest compared OMol25 entry of this formula, charge and spin)**: 0.0 kJ/mol
**LUMO**: 2.432 eV

CARTESIAN COORDINATES (ANGSTROEM)
Sn (-1.13458, -0.50180, 0.12490)
C (-4.73838, 1.25358, 0.03456)
C (-3.71563, 2.33043, 0.24285)
C (-4.04378, 3.69312, 0.08306)
C (-3.06763, 4.63658, 0.21125)
C (-1.74511, 4.24365, 0.49419)
C (-0.63741, 5.12158, 0.57465)
Br (-0.87389, 7.00014, 0.36746)
C (0.61247, 4.63452, 0.78046)
C (0.82550, 3.25237, 0.94513)
Br (2.62462, 2.70530, 1.19357)
C (-0.19437, 2.32184, 0.92745)
O (-0.03205, 1.04337, 1.15115)
C (-1.51181, 2.86581, 0.66684)
N (-2.49641, 1.95343, 0.54202)
H (-5.75238, 1.64507, 0.10699)
H (-4.60159, 0.45694, 0.76430)
H (-4.59731, 0.82382, -0.95933)
H (-5.06133, 3.97587, -0.15278)
H (-3.29109, 5.68587, 0.07512)
H (1.46133, 5.30228, 0.82210)
Cl (0.17644, -1.22349, 3.53050)
C (1.69210, -0.41509, 3.04156)
Cl (2.25093, -0.95179, 1.47186)
H (2.44199, -0.64802, 3.78923)
H (1.47428, 0.64309, 2.97436)
C (-1.63128, -2.26955, -3.39404)
C (-1.04343, -3.43647, -2.61645)
C (-1.90683, -4.68159, -2.81017)
C (-0.94696, -3.13632, -1.11422)
H (-1.66799, -2.48241, -4.46491)
H (-1.05951, -1.35623, -3.26332)
H (-2.65195, -2.06455, -3.05575)
H (-0.03490, -3.65485, -2.98605)
H (-2.90679, -4.51859, -2.39725)
H (-1.47618, -5.55201, -2.30980)
H (-2.02189, -4.92379, -3.86842)
H (-0.77974, -4.08834, -0.60591)
H (-1.95783, -2.82549, -0.80128)
C (2.59062, 0.42732, -2.10763)
C (1.85676, -0.82482, -2.58501)
C (2.06439, -1.04177, -4.08323)
C (2.25321, -2.03561, -1.76738)
C (3.54477, -2.52866, -1.91484)
C (3.99200, -3.61356, -1.18887)
C (3.13580, -4.19679, -0.27250)
C (1.84615, -3.72621, -0.07201)
C (1.02820, -4.39686, 1.01916)
C (0.67664, -5.84779, 0.66478)
C (1.76909, -4.40714, 2.36012)
C (1.36223, -2.63626, -0.84899)
N (0.03958, -2.14233, -0.68810)
H (2.24218, 1.30160, -2.65937)
H (3.67058, 0.32828, -2.25875)
H (2.41085, 0.60667, -1.04612)
H (0.79936, -0.66200, -2.40759)
H (3.12110, -1.17571, -4.32891)
H (1.69424, -0.17862, -4.63888)
H (1.52346, -1.92404, -4.43038)
H (4.20917, -2.04594, -2.62203)
H (4.99837, -3.99231, -1.31956)
H (3.49232, -5.03238, 0.31963)
H (0.11467, -3.81226, 1.14809)
H (1.58954, -6.44746, 0.61672)
H (0.17764, -5.93829, -0.29867)
H (0.02901, -6.28560, 1.42835)
H (2.63068, -5.07775, 2.32886)
H (1.10520, -4.75818, 3.15305)
H (2.12432, -3.41547, 2.62506)
O (-0.68513, 1.17227, -3.91352)
Cl (-1.28052, 1.50134, -2.65700)
O (-1.36122, 2.91620, -2.47672)
O (-0.39411, 0.95040, -1.57926)
O (-2.56545, 0.88388, -2.50868)

Entry 2:
Formula: C3H10NO2
Source: OMol25
Level of theory: wB97M-V/def2-TZVPD

Computed properties:
**E_HOMO**: -14.541 eV
**Orbital gap**: 10.9 eV
**E**: -325.22824 Ha
**SMILES string**: [NH3+]C[C@H](O)CO
**Charge**: +1
**Relative energy (zero: lowest compared OMol25 entry of this formula, charge and spin)**: 234.4 kJ/mol
**LUMO**: -3.602 eV

CARTESIAN COORDINATES (ANGSTROEM)
N (2.03494, -0.49100, 0.10388)
C (0.99748, 0.53756, -0.03150)
C (-0.36406, -0.11705, 0.35392)
O (-0.26319, -1.43556, -0.19290)
C (-1.79176, 0.46092, -0.25927)
O (-2.75668, -0.44366, 0.11597)
H (2.85597, -0.48587, -0.63482)
H (1.36871, -1.32835, -0.15837)
H (2.35786, -0.66076, 1.06108)
H (1.22600, 0.85206, -1.08862)
H (1.29398, 1.42826, 0.66429)
H (-0.41970, -0.08328, 1.38234)
H (-1.17470, -1.62110, -0.51129)
H (-1.80687, 0.39384, -1.40958)
H (-1.82730, 1.61347, 0.06302)
H (-2.74285, -0.50674, 1.15863)

Entry 3:
Formula: C17H18BrN3O3S
Source: OMol25
Level of theory: wB97M-V/def2-TZVPD

Computed properties:
**E_HOMO**: -8.518 eV
**Orbital gap**: 8.7 eV
**E**: -4020.83854 Ha
**SMILES string**: C=CCn1c(SCC(=O)Nc2ccc(Br)cc2)nc(O)c(CC)c1=O
**Charge**: 0
**LUMO**: 0.231 eV

CARTESIAN COORDINATES (ANGSTROEM)
C (-5.08975, -0.53190, -1.73036)
C (-4.10794, 0.33502, -1.57745)
C (-2.71204, 0.08824, -2.07300)
N (-1.81671, -0.19177, -0.95953)
C (-1.26947, 0.78052, -0.22517)
S (-1.49664, 2.47271, -0.65728)
C (-0.61759, 3.21408, 0.75265)
C (0.72332, 2.55191, 1.06378)
O (1.07878, 2.35892, 2.20530)
N (1.48883, 2.35928, -0.04563)
C (2.69240, 1.65896, -0.14887)
C (3.43728, 1.27343, 0.96264)
C (4.61664, 0.57282, 0.79644)
C (5.05731, 0.26306, -0.47849)
Br (6.68655, -0.69545, -0.70551)
C (4.33193, 0.64456, -1.59505)
C (3.15136, 1.33939, -1.42621)
N (-0.51040, 0.57980, 0.79898)
C (-0.22212, -0.68684, 1.18069)
O (0.58454, -0.78813, 2.23870)
C (-0.71348, -1.76999, 0.50331)
C (-0.42074, -3.18090, 0.92181)
C (-1.49476, -3.70110, 1.87803)
C (-1.57542, -1.56194, -0.62653)
O (-2.08219, -2.42399, -1.31402)
H (-6.07950, -0.34277, -1.35157)
H (-4.93727, -1.46817, -2.24061)
H (-4.25691, 1.26810, -1.05056)
H (-2.33044, 0.96094, -2.61227)
H (-2.69098, -0.79698, -2.71319)
H (-1.25346, 3.14566, 1.63460)
H (-0.47038, 4.26244, 0.48864)
H (1.05367, 2.57913, -0.93356)
H (3.09474, 1.52469, 1.95206)
H (5.19153, 0.27162, 1.65816)
H (4.68454, 0.39892, -2.58465)
H (2.57911, 1.63627, -2.29374)
H (0.81843, 0.10861, 2.53372)
H (0.55377, -3.21144, 1.41050)
H (-0.40212, -3.80780, 0.02902)
H (-2.46737, -3.67969, 1.39233)
H (-1.27280, -4.72479, 2.16805)
H (-1.53427, -3.08542, 2.77381)

Entry 4:
Formula: C4H7NO2
Source: OMol25
Level of theory: wB97M-V/def2-TZVPD

Computed properties:
**E_HOMO (alpha / beta)**: -8.145 / -8.570 eV
**Orbital gap (alpha / beta)**: 7.0 / 7.6 eV
**E**: -361.69950 Ha
**Charge**: 0
**Relative energy (zero: lowest compared OMol25 entry of this formula, charge and spin)**: 476.2 kJ/mol
**LUMO (alpha / beta)**: -1.123 / -1.015 eV

CARTESIAN COORDINATES (ANGSTROEM)
O (-0.44756, -0.70106, -1.83526)
C (-0.68239, -0.77048, 0.18530)
C (0.78425, -1.00338, 0.44148)
N (1.16545, 0.24933, -0.21600)
C (0.54080, 1.25921, 0.61858)
C (-0.90701, 0.67181, 0.52371)
O (-1.96173, 1.28111, 0.46164)
H (-1.12728, -0.04167, -2.08194)
H (-1.49403, -1.48935, 0.09490)
H (1.05392, -1.05580, 1.51198)
H (1.18628, -1.87715, -0.08366)
H (0.39636, -0.09520, -1.44838)
H (0.55985, 2.26309, 0.17472)
H (0.93308, 1.30957, 1.65294)

Entry 5:
Formula: C5H13NO2
Source: OMol25
Level of theory: wB97M-V/def2-TZVPD

Computed properties:
**E_HOMO**: -9.997 eV
**Orbital gap**: 10.7 eV
**E**: -403.55229 Ha
**SMILES string**: CC[C@@H](C)NC=O.O
**Charge**: 0
**Relative energy (zero: lowest compared OMol25 entry of this formula, charge and spin)**: 63.8 kJ/mol
**LUMO**: 0.694 eV

CARTESIAN COORDINATES (ANGSTROEM)
C (2.49955, 0.74819, 0.82342)
C (1.22048, 0.65190, -0.03047)
C (-0.01733, 0.42292, 0.79503)
C (-1.28303, 0.84527, 0.05643)
N (-0.11200, -0.96570, 1.26702)
C (-0.39677, -2.01443, 0.46574)
O (-0.74605, -1.98815, -0.69559)
H (2.46731, -0.00099, 1.60925)
H (3.39997, 0.66359, 0.20756)
H (2.54234, 1.76113, 1.23091)
H (1.14701, 1.56234, -0.64219)
H (1.33814, -0.10396, -0.81357)
H (0.05683, 1.00362, 1.71333)
H (-1.14322, 1.87891, -0.29246)
H (-2.18484, 0.84737, 0.65356)
H (-1.35918, 0.23257, -0.84114)
H (0.32514, -1.22197, 2.14230)
H (-0.33808, -2.98685, 0.99058)
O (-2.60444, -0.41748, -3.23964)
H (-2.59254, 0.28037, -2.57127)
H (-2.21931, -1.19867, -2.82880)

Entry 6:
Formula: CH6BNO
Source: OMol25
Level of theory: wB97M-V/def2-TZVPD

Computed properties:
**E_HOMO**: -9.963 eV
**Orbital gap**: 10.7 eV
**E**: -196.49640 Ha
**SMILES string**: CBON
**Charge**: 0
**Relative energy (zero: lowest compared OMol25 entry of this formula, charge and spin)**: 331.2 kJ/mol
**LUMO**: 0.757 eV

CARTESIAN COORDINATES (ANGSTROEM)
C (1.19784, 0.24360, -1.03718)
B (0.34497, 0.17149, 0.24552)
O (-0.89776, -0.28058, -0.04993)
N (-1.70373, -0.65188, 1.13942)
H (2.24389, 0.40598, -0.99068)
H (1.05878, 1.06754, -1.81727)
H (1.17502, -0.79527, -1.58595)
H (0.84598, 0.33919, 1.33505)
H (-2.65931, -0.46296, 0.83653)
H (-1.60568, -0.03709, 1.92448)

- charge of number 3 (C17H18BrN3O3S)?
  0

- Which of these has the highest E?
  CH6BNO